(1)
Formula: C7H14O
Source: OMol25
Level of theory: ωB97M-V/def2-TZVPD

The geometry in XYZ format:
```
22
C7H14O (ωB97M-V/def2-TZVPD)
C -0.95674 1.35560 0.25587
C -1.02813 1.57116 -1.20370
C -1.86024 0.41153 0.92820
C 0.18112 1.92609 0.99335
O 0.19360 1.49266 -1.72590
H -1.77096 0.85860 -1.63171
H -1.57068 2.56445 -1.29928
H -1.42785 -0.59152 0.78306
H -1.93898 0.58112 2.00288
H 0.67904 2.69617 0.40444
H 0.92731 1.13996 1.16780
H -0.13677 2.27270 1.98169
H -2.84468 0.39065 0.45068
C 2.33012 -1.62288 0.02588
C 1.00720 -1.50036 -0.66739
C 0.04093 -2.41378 -0.61378
H 0.85539 -0.58741 -1.24468
H 3.14571 -1.61615 -0.70358
H 2.40418 -2.53888 0.61617
H 2.50927 -0.76983 0.68860
H 0.14847 -3.33510 -0.04900
H -0.88730 -2.28478 -1.15961
```

LUMO energy (alpha / beta) (eV): -0.86 / -1.13
HOMO (alpha / beta) (Ha): -0.3006 / -0.2942

=====

(2)
Formula: C23H27BrMnN9S
Source: OMol25
Level of theory: ωB97M-V/def2-TZVPD

The geometry in XYZ format:
```
62
C23H27BrMnN9S (ωB97M-V/def2-TZVPD)
Mn -0.05189 0.10588 1.01379
N 3.69710 1.71124 0.40138
C 4.07454 0.49532 -0.14640
C 5.29524 0.03741 -0.62983
C 5.31573 -1.25367 -1.11461
C 4.16305 -2.05691 -1.11856
C 2.95409 -1.59712 -0.64110
C 2.91728 -0.29243 -0.14617
N 1.86726 0.44766 0.38981
C 2.37801 1.61862 0.69685
C 1.51968 2.60962 1.32312
C 1.75058 3.88534 1.73204
S 0.32674 4.53256 2.42068
C -0.48967 3.06564 2.11439
N 0.23821 2.15279 1.54558
H 4.28371 2.51615 0.53218
H 6.18247 0.65620 -0.62818
H 6.24120 -1.65869 -1.50111
H 4.22869 -3.06419 -1.50711
H 2.06779 -2.21430 -0.63863
H 2.65675 4.46437 1.66715
H -1.52567 2.90865 2.37648
C -1.70171 1.83185 -3.16467
N -2.62870 1.19964 -2.24288
C -3.98422 1.74019 -2.28687
C -2.10925 0.65894 -1.09797
N -0.88630 0.77062 -0.71694
N -2.99576 -0.15161 -0.40259
C -2.89404 -0.57208 0.90698
N -3.85136 -1.48433 1.25534
N -2.01511 -0.07924 1.70497
H -2.21859 2.01051 -4.10442
H -0.85690 1.17245 -3.35921
H -1.33176 2.79572 -2.79384
H -4.36229 1.66473 -3.30454
H -4.00000 2.79243 -1.98547
H -4.65877 1.19532 -1.63408
H -0.37776 1.45848 -1.25964
H -3.74938 -0.53840 -0.94414
H -4.20065 -2.08268 0.52248
H -3.67151 -1.98693 2.11002
H -2.04990 -0.53323 2.61108
C 2.48800 -1.79003 5.31870
C 1.38198 -0.73065 5.34228
C 0.88847 -0.44918 3.99506
N 0.54841 -0.24961 2.91871
H 2.81533 -1.99845 6.33514
H 3.34459 -1.44392 4.74284
H 2.12844 -2.71672 4.87464
H 1.74035 0.20716 5.76923
H 0.53712 -1.05804 5.94986
Br -0.85146 -6.42065 -0.58740
C -0.57760 -4.59800 -0.13459
C -0.69100 -3.61938 -1.10717
C -0.48920 -2.28898 -0.75561
C -0.17968 -1.85610 0.54973
C -0.07370 -2.90428 1.47960
C -0.26055 -4.24764 1.16440
H -0.92051 -3.89654 -2.12867
H -0.55068 -1.55852 -1.55677
H 0.17524 -2.68180 2.51283
H -0.15898 -5.01535 1.92117
```

Spin multiplicity: 2
LUMO energy (alpha / beta) (eV): -2.40 / -2.43
<S²>: 0.765
Charge: +1
HOMO (alpha / beta) (Ha): -0.3562 / -0.3379

=====

(3)
Formula: C17H52N2O17
Source: OMol25
Level of theory: ωB97M-V/def2-TZVPD

The geometry in XYZ format:
```
88
C17H52N2O17 (ωB97M-V/def2-TZVPD)
N 19.13378 -3.62084 -8.72876
C 19.66715 -3.92122 -9.99722
N 19.99499 -2.83258 -10.58269
O 19.68257 -4.98035 -10.58655
H 19.30526 -2.75576 -8.23650
H 18.51889 -4.32023 -8.33776
H 20.33558 -2.95514 -11.52560
H 19.80405 -1.93888 -10.15261
O 15.64782 -0.17931 -7.25054
C 15.01295 0.18825 -6.03787
C 15.90159 1.10771 -5.18455
O 16.53811 2.11867 -5.91375
H 15.60360 0.61289 -7.79096
H 14.20764 0.91877 -6.11477
H 14.57244 -0.64671 -5.49298
H 16.65542 0.42333 -4.79541
H 15.38942 1.49110 -4.30207
H 17.02182 2.72537 -5.34849
O 22.55596 8.81921 -12.77563
C 23.97869 8.79620 -13.01125
C 24.70460 8.90140 -11.61458
O 24.40577 10.12475 -10.87128
H 22.36992 9.58281 -12.22436
H 24.31738 7.90670 -13.54247
H 24.21400 9.73101 -13.52003
H 25.78269 8.76337 -11.69682
H 24.39558 8.08414 -10.96290
H 24.87474 10.03675 -10.03827
O 28.96914 -0.94088 -6.79673
C 28.39189 -0.44233 -5.69082
C 29.09764 0.81189 -5.15620
O 28.69831 2.07812 -5.70148
H 28.28148 -0.93630 -7.46657
H 27.35365 -0.27592 -5.97800
H 28.20015 -1.31949 -5.07282
H 30.16956 0.62860 -5.23017
H 28.85153 0.95433 -4.10395
H 29.24813 2.06812 -6.48837
O 21.98630 -1.36788 -4.56218
C 22.70700 -0.86039 -3.44425
C 21.80628 -1.01006 -2.25430
O 21.84180 -2.33889 -1.92530
H 21.89799 -2.30399 -4.36853
H 23.56590 -1.50976 -3.27476
H 22.82876 0.22171 -3.49256
H 20.86299 -0.55359 -2.55418
H 22.05593 -0.32871 -1.44096
H 22.60957 -2.51583 -1.37683
O 19.96560 9.01666 -5.96253
C 20.49012 8.78771 -7.20824
C 19.61645 8.08365 -8.17482
O 18.38090 8.83324 -8.33567
H 19.63328 9.89021 -6.18174
H 20.69698 9.79146 -7.57944
H 21.41340 8.20860 -7.22524
H 19.35833 7.11330 -7.75069
H 20.18581 7.87915 -9.08151
H 17.88383 8.79100 -7.51547
O 23.03765 1.54515 -8.36834
C 22.07179 2.57937 -8.68782
C 20.79353 2.06624 -9.42444
O 19.88279 1.39344 -8.54797
H 22.61172 0.87858 -7.82440
H 21.77410 3.26182 -7.89174
H 22.70741 3.23662 -9.28121
H 21.10434 1.44705 -10.26592
H 20.26390 2.86267 -9.94722
H 19.32807 1.99987 -8.05185
O 26.08322 -1.86965 -10.57578
C 25.58148 -2.80861 -11.60870
C 24.93285 -4.09053 -10.94097
O 25.97552 -4.89788 -10.60500
H 25.33772 -1.34801 -10.26964
H 24.83474 -2.20602 -12.12577
H 26.34123 -2.99944 -12.36663
H 24.21585 -4.65933 -11.53296
H 24.47826 -3.79699 -9.99476
H 25.86810 -5.31069 -9.74498
O 15.17994 2.92141 -10.49138
C 14.64259 4.14755 -10.21209
C 13.03914 4.15168 -10.18940
O 12.43502 3.94575 -11.38750
H 15.99288 2.97334 -10.99935
H 15.17366 4.59704 -9.37302
H 15.02537 4.70185 -11.06901
H 12.84360 5.11844 -9.72546
H 12.58692 3.46993 -9.46911
H 11.51433 4.21030 -11.45021
```

LUMO energy (eV): -0.11
SMILES string: NC(N)=O.OCCO.OCCO.OCCO.OCCO.OCCO.OCCO.OCCO.OCCO
HOMO (Ha): -0.3587

=====

In order of appearance, E_tot = -350.1984; -5508.5242; -2067.2108 hartree.
In order of appearance, relative energy (zero: lowest compared OMol25 entry of this formula, charge and spin) = 4.383; 0.024; 5.402 eV.